[1]
{
  "formula": "CH2N3P",
  "method": "ωB97M-V/def2-TZVPD",
  "lumo_ev": [-3.2, -2.3],
  "mol_weight_g_mol": 87.0,
  "e_above_lowest_kj_mol": 492.6,
  "homo_lumo_gap_ha": [0.239, 0.288],
  "e_homo_ev": [-9.7, -10.1],
  "charge": 0,
  "elements": ["C", "N", "N", "N", "P", "H", "H"],
  "positions_angstrom": [[0.857, 0.669, 0.085], [0.544, -0.571, -0.102], [0.635, 1.905, -0.028], [-2.167, 0.223, 0.008], [-1.107, -0.862, 0.048], [2.005, 0.708, 0.372], [-0.766, -2.073, -0.383]]
}

[2]
{
  "formula": "CH2N4",
  "method": "ωB97M-V/def2-TZVPD",
  "smiles": "c1nnn[nH]1",
  "lumo_ev": 0.6,
  "mol_weight_g_mol": 70.1,
  "e_above_lowest_kj_mol": 300.4,
  "homo_lumo_gap_ha": 0.399,
  "e_homo_ev": -10.3,
  "charge": 0,
  "elements": ["C", "H", "H", "N", "N", "N", "N"],
  "positions_angstrom": [[-0.570, 0.928, -0.066], [-1.418, 1.780, 0.144], [1.481, 1.610, -0.048], [-1.208, -0.330, 0.022], [-0.139, -1.095, -0.016], [1.068, -0.612, 0.008], [0.759, 0.757, 0.029]]
}

[3]
{
  "formula": "CH2N4O",
  "method": "ωB97M-V/def2-TZVPD",
  "lumo_ev": 0.4,
  "mol_weight_g_mol": 86.1,
  "e_above_lowest_kj_mol": 338.9,
  "homo_lumo_gap_ha": 0.345,
  "e_homo_ev": -9.0,
  "charge": 0,
  "elements": ["C", "N", "N", "N", "N", "O", "H", "H"],
  "positions_angstrom": [[1.279, -0.607, -2.680], [0.335, -1.051, 0.164], [0.425, 0.207, -0.640], [0.117, -2.167, -0.053], [0.499, -0.004, -1.961], [1.861, -1.158, -3.524], [0.560, -0.653, 1.118], [1.295, 0.597, -0.210]]
}

[4]
{
  "formula": "CH2N4O",
  "method": "ωB97M-V/def2-TZVPD",
  "smiles": "Nc1nnon1",
  "lumo_ev": 0.0,
  "mol_weight_g_mol": 86.1,
  "e_above_lowest_kj_mol": 291.0,
  "homo_lumo_gap_ha": 0.368,
  "e_homo_ev": -10.0,
  "charge": 0,
  "elements": ["C", "H", "H", "N", "N", "N", "N", "O"],
  "positions_angstrom": [[0.058, -0.061, -0.092], [1.995, -0.775, -0.162], [1.813, 1.044, 0.313], [1.510, 0.028, 0.028], [-0.863, 1.118, -0.018], [-2.040, 0.586, -0.104], [-0.574, -1.226, -0.107], [-1.900, -0.714, 0.142]]
}

[5]
{
  "formula": "CH2N4O2",
  "method": "ωB97M-V/def2-TZVPD",
  "smiles": "[H]/N=c1/onnn1O",
  "lumo_ev": -0.1,
  "mol_weight_g_mol": 102.1,
  "e_above_lowest_kj_mol": 415.2,
  "homo_lumo_gap_ha": 0.360,
  "e_homo_ev": -9.9,
  "charge": 0,
  "elements": ["C", "H", "H", "N", "N", "N", "N", "O", "O"],
  "positions_angstrom": [[-0.549, -0.172, 0.555], [-0.841, 0.308, -2.359], [-2.349, -0.013, 0.267], [-0.186, 0.252, -0.657], [1.213, 0.580, -0.654], [1.670, 0.380, 0.538], [-1.681, -0.509, 1.097], [-0.746, -0.418, -1.772], [0.667, -0.104, 1.334]]
}

[6]
{
  "formula": "CH2N4O2S",
  "method": "ωB97M-V/def2-TZVPD",
  "smiles": "N#CSN(N)[N+](=O)[O-]",
  "lumo_ev": -0.7,
  "mol_weight_g_mol": 134.1,
  "e_above_lowest_kj_mol": 285.4,
  "homo_lumo_gap_ha": 0.339,
  "e_homo_ev": -10.0,
  "charge": 0,
  "elements": ["C", "N", "N", "N", "N", "O", "O", "S", "H", "H"],
  "positions_angstrom": [[-2.023, -1.123, -0.366], [-2.555, -1.563, -1.270], [1.530, -0.567, 0.264], [0.234, -0.077, -0.005], [0.176, 1.384, -0.365], [1.228, 1.978, -0.399], [-0.955, 1.817, -0.477], [-1.175, -0.562, 0.945], [1.923, 0.165, 0.891], [1.616, -1.453, 0.781]]
}

[7]
{
  "formula": "CH2N4O3",
  "method": "ωB97M-V/def2-TZVPD",
  "lumo_ev": [-1.9, -2.1],
  "mol_weight_g_mol": 118.1,
  "e_above_lowest_kj_mol": 332.7,
  "homo_lumo_gap_ha": [0.304, 0.293],
  "e_homo_ev": [-10.2, -10.1],
  "charge": 0,
  "elements": ["C", "N", "N", "N", "N", "O", "O", "O", "H", "H"],
  "positions_angstrom": [[-1.806, -0.459, 0.098], [-2.150, 0.565, 0.590], [-1.010, -1.226, -0.470], [0.454, 0.260, -0.950], [1.472, -0.287, 0.156], [1.856, -1.349, -0.191], [1.698, 0.440, 1.086], [-0.122, 1.382, -0.581], [-1.271, -1.461, -1.434], [0.212, 1.910, 0.193]]
}

[8]
{
  "formula": "CH2N4OS",
  "method": "ωB97M-V/def2-TZVPD",
  "smiles": "[H]/N=c1/nnon1S",
  "lumo_ev": -0.8,
  "mol_weight_g_mol": 118.1,
  "e_above_lowest_kj_mol": 323.0,
  "homo_lumo_gap_ha": 0.341,
  "e_homo_ev": -10.1,
  "charge": 0,
  "elements": ["C", "H", "H", "N", "N", "N", "N", "O", "S"],
  "positions_angstrom": [[-0.572, 0.646, -0.238], [2.398, -0.442, 1.372], [0.793, 1.765, -0.551], [0.245, -0.474, -0.318], [-1.961, -1.158, 0.051], [-1.967, 0.059, 0.185], [-0.299, 1.848, -0.128], [-0.646, -1.712, -0.319], [2.009, -0.532, -0.053]]
}

[9]
{
  "formula": "CH2N4OS",
  "method": "ωB97M-V/def2-TZVPD",
  "smiles": "On1[nH]nnc1=S",
  "lumo_ev": -0.4,
  "mol_weight_g_mol": 118.1,
  "e_above_lowest_kj_mol": 139.3,
  "homo_lumo_gap_ha": 0.313,
  "e_homo_ev": -9.0,
  "charge": 0,
  "elements": ["C", "H", "H", "N", "N", "N", "N", "O", "S"],
  "positions_angstrom": [[0.338, -0.414, 0.091], [0.876, 1.820, -0.379], [-2.541, 0.810, 0.324], [-0.463, 0.689, 0.219], [-1.722, 0.289, -0.095], [-1.754, -1.014, -0.074], [-0.561, -1.475, -0.016], [-0.052, 1.962, -0.062], [1.973, -0.329, -0.015]]
}

[10]
{
  "formula": "CH2N4P",
  "method": "ωB97M-V/def2-TZVPD",
  "lumo_ev": [4.4, 1.7],
  "mol_weight_g_mol": 101.0,
  "e_above_lowest_kj_mol": 165.5,
  "homo_lumo_gap_ha": [0.283, 0.232],
  "e_homo_ev": [-3.3, -4.6],
  "charge": -1,
  "multiplicity": 3,
  "elements": ["C", "N", "N", "N", "N", "P", "H", "H"],
  "positions_angstrom": [[-0.481, 0.311, 0.277], [-1.191, 1.392, 0.539], [-1.062, -0.730, -0.275], [-2.347, 0.951, 0.096], [-2.304, -0.292, -0.389], [2.129, -0.535, 0.454], [3.048, 0.401, -0.222], [2.208, -1.498, -0.479]]
}

[11]
{
  "formula": "CH2N5",
  "method": "ωB97M-V/def2-TZVPD",
  "lumo_ev": [-6.8, -9.7],
  "mol_weight_g_mol": 84.1,
  "e_above_lowest_kj_mol": 377.7,
  "homo_lumo_gap_ha": [0.273, 0.267],
  "e_homo_ev": [-14.2, -16.9],
  "charge": 1,
  "multiplicity": 3,
  "elements": ["C", "N", "N", "N", "N", "N", "H", "H"],
  "positions_angstrom": [[1.097, 0.757, -0.566], [1.971, 1.496, -0.406], [-1.319, 0.275, 1.493], [0.455, -1.191, -1.308], [-1.172, -0.446, 0.633], [0.156, -0.232, -0.599], [-0.908, 1.235, 1.833], [-0.281, -1.894, -1.078]]
}

[12]
{
  "formula": "CH2NO2",
  "method": "ωB97M-V/def2-TZVPD",
  "lumo_ev": 4.1,
  "mol_weight_g_mol": 60.0,
  "e_above_lowest_kj_mol": 127.3,
  "homo_lumo_gap_ha": 0.284,
  "e_homo_ev": -3.6,
  "charge": -1,
  "elements": ["N", "C", "O", "O", "H", "H"],
  "positions_angstrom": [[2.755, 0.395, -1.319], [1.797, 0.084, -0.509], [-1.990, 0.335, 0.561], [0.801, -0.587, -0.203], [-2.363, -0.353, 1.145], [-1.001, 0.125, 0.325]]
}

[13]
{
  "formula": "CH2NO2S",
  "method": "ωB97M-V/def2-TZVPD",
  "lumo_ev": [4.4, 3.1],
  "mol_weight_g_mol": 92.1,
  "e_above_lowest_kj_mol": 394.8,
  "homo_lumo_gap_ha": [0.204, 0.289],
  "e_homo_ev": [-1.2, -4.8],
  "charge": -1,
  "multiplicity": 3,
  "elements": ["C", "N", "O", "O", "S", "H", "H"],
  "positions_angstrom": [[1.576, 0.231, 0.340], [-0.179, 1.082, -0.021], [-2.608, 0.348, 0.259], [-0.945, -1.438, -0.078], [-1.220, 0.004, -0.079], [2.065, 0.590, -0.589], [1.311, -0.816, 0.170]]
}

[14]
{
  "formula": "CH2NO3PS",
  "method": "ωB97M-V/def2-TZVPD",
  "lumo_ev": -0.6,
  "mol_weight_g_mol": 139.1,
  "e_above_lowest_kj_mol": 92.5,
  "homo_lumo_gap_ha": 0.373,
  "e_homo_ev": -10.8,
  "charge": 0,
  "elements": ["C", "N", "O", "O", "O", "P", "S", "H", "H"],
  "positions_angstrom": [[-0.982, -0.766, 1.523], [-1.104, 0.290, 0.987], [0.620, 1.824, -0.339], [0.635, -0.751, -0.941], [-1.379, 0.591, -1.518], [-0.111, 0.659, -0.830], [-0.610, -2.117, 2.195], [-1.925, 0.567, 0.349], [0.009, -1.400, -1.454]]
}

[15]
{
  "formula": "CH2NO3S",
  "method": "ωB97M-V/def2-TZVPD",
  "lumo_ev": 3.8,
  "mol_weight_g_mol": 108.1,
  "e_above_lowest_kj_mol": 135.7,
  "homo_lumo_gap_ha": 0.324,
  "e_homo_ev": -5.0,
  "charge": -1,
  "elements": ["C", "N", "O", "O", "O", "S", "H", "H"],
  "positions_angstrom": [[0.917, 0.346, -1.495], [-0.760, -1.298, 1.491], [1.690, -0.126, -2.287], [-0.248, -0.027, -1.214], [-1.107, 1.270, 1.459], [-0.249, 0.083, 1.006], [1.331, 1.241, -0.869], [-1.573, -1.489, 1.910]]
}

[16]
{
  "formula": "CH2NO3S",
  "method": "ωB97M-V/def2-TZVPD",
  "lumo_ev": [3.8, 3.8],
  "mol_weight_g_mol": 108.1,
  "e_above_lowest_kj_mol": 486.8,
  "homo_lumo_gap_ha": [0.221, 0.221],
  "e_homo_ev": [-2.2, -2.2],
  "charge": -1,
  "elements": ["C", "N", "O", "O", "O", "S", "H", "H"],
  "positions_angstrom": [[0.342, 0.185, -0.893], [0.237, 1.570, -0.982], [4.391, 0.932, 0.383], [3.100, -1.176, 0.231], [1.068, 0.909, 0.007], [3.288, 0.222, -0.272], [-0.368, -0.450, -0.311], [0.711, -0.393, -1.649]]
}

[17]
{
  "formula": "CH2NO3S",
  "method": "ωB97M-V/def2-TZVPD",
  "lumo_ev": 4.0,
  "mol_weight_g_mol": 108.1,
  "e_above_lowest_kj_mol": 90.9,
  "homo_lumo_gap_ha": 0.366,
  "e_homo_ev": -6.0,
  "charge": -1,
  "elements": ["C", "N", "O", "O", "O", "S", "H", "H"],
  "positions_angstrom": [[1.941, -0.012, -0.335], [2.964, 0.569, -0.190], [-0.616, -0.796, -0.905], [-0.447, 1.237, 0.422], [-2.711, 0.154, -0.008], [-1.228, 0.079, 0.110], [1.013, -0.505, -0.493], [-0.917, -0.727, 1.400]]
}

[18]
{
  "formula": "CH2NO4P",
  "method": "ωB97M-V/def2-TZVPD",
  "smiles": "O=CNP(=O)([O-])[O-]",
  "lumo_ev": 6.9,
  "mol_weight_g_mol": 123.0,
  "e_above_lowest_kj_mol": 81.3,
  "homo_lumo_gap_ha": 0.252,
  "e_homo_ev": 0.1,
  "charge": -2,
  "elements": ["C", "N", "O", "O", "O", "O", "P", "H", "H"],
  "positions_angstrom": [[-0.067, -1.650, -0.129], [0.594, -0.510, -0.159], [-1.551, 1.595, -0.537], [-0.073, 1.639, 1.496], [0.147, -2.696, 0.407], [0.875, 2.212, -0.777], [-0.188, 1.530, 0.007], [-0.969, -1.729, -0.934], [1.232, -0.392, 0.626]]
}

[19]
{
  "formula": "CH2NO4S",
  "method": "ωB97M-V/def2-TZVPD",
  "lumo_ev": 3.8,
  "mol_weight_g_mol": 124.1,
  "e_above_lowest_kj_mol": 328.0,
  "homo_lumo_gap_ha": 0.332,
  "e_homo_ev": -5.2,
  "charge": -1,
  "elements": ["C", "N", "O", "O", "O", "O", "S", "H", "H"],
  "positions_angstrom": [[-0.926, -0.063, 0.632], [0.935, -1.298, -0.160], [-1.427, 0.645, -1.035], [-1.620, -0.973, 0.922], [1.573, 0.271, 1.662], [0.954, 1.382, -0.383], [0.869, 0.161, 0.362], [0.317, -1.479, -0.973], [-0.675, 1.353, -1.030]]
}

[20]
{
  "formula": "CH2NOP",
  "method": "ωB97M-V/def2-TZVPD",
  "smiles": "O=C=NP",
  "lumo_ev": 0.6,
  "mol_weight_g_mol": 75.0,
  "e_above_lowest_kj_mol": 29.6,
  "homo_lumo_gap_ha": 0.392,
  "e_homo_ev": -10.1,
  "charge": 0,
  "elements": ["C", "N", "O", "P", "H", "H"],
  "positions_angstrom": [[-1.336, -0.492, 2.526], [-0.754, -0.138, 1.552], [-1.854, -0.744, 3.639], [-0.861, -0.082, -0.196], [0.398, 0.310, -0.482], [-0.362, -1.381, -0.472]]
}